72
Properties=species:S:1:pos:R:3:forces:R:3:lowdin_charge:R:1 method="wB97M-V/def2-TZVPD" e_tot_ha=-2297.59811 smiles="N#C[C@@H](CCCSC(=S)N1CCOCC1)[C@@](O)(F)C#N.CCO.CCO.CCO.CCO" largest_force_ha_per_bohr=0.2453
N 1.1793 0.9376 -1.3389 9.38 6.48 5.39 0.135
C 2.1449 1.6269 -0.7693 -7.25 -3.80 -4.20 -0.112
C 3.1948 2.7164 -0.1375 -0.12 -0.87 -0.33 -0.158
C 2.5312 4.1547 0.2885 0.03 0.87 -0.09 -0.170
C 1.2826 4.6490 -0.6552 -0.22 1.08 0.17 -0.233
C -0.1068 4.6842 0.2486 0.17 1.07 -0.73 -0.488
S -0.6528 3.0087 0.8834 -1.55 -0.17 0.15 0.753
C -2.2019 2.3986 -0.0240 -0.54 0.55 -0.84 -0.949
S -2.3102 2.7676 -1.6801 0.08 -0.81 2.58 0.604
N -3.1948 1.6045 0.7945 1.03 1.70 -2.06 -0.206
C -4.1066 2.4763 1.6289 -0.42 1.00 0.95 -0.154
C -5.5986 2.7294 0.9981 -0.98 0.84 0.84 -0.192
O -6.2195 1.5532 0.3692 2.27 0.91 -0.82 -0.220
C -5.2960 1.1809 -0.7524 0.20 0.03 0.02 -0.163
C -3.9452 0.5746 -0.0208 -0.79 -0.68 -0.15 -0.160
C 3.9780 1.9668 1.1072 2.06 -0.62 0.10 -0.304
O 5.3815 1.6867 0.6563 -2.67 0.42 3.12 -0.046
F 4.1269 2.8447 2.3105 -0.89 -2.38 -2.91 -0.034
C 3.2919 0.5045 1.5229 -5.39 -6.53 1.91 -0.019
N 2.6005 -0.5730 1.7753 6.60 10.02 -2.26 0.134
H 4.0255 2.9269 -0.9686 -1.88 -0.71 1.89 0.175
H 3.4013 4.9663 0.1957 -1.81 -1.98 0.22 0.139
H 2.1613 4.2165 1.4037 0.91 -0.60 -2.20 0.119
H 1.1739 4.0825 -1.6734 0.11 0.81 2.16 0.116
H 1.5114 5.7851 -0.9366 -0.57 -2.42 0.59 0.122
H -1.0212 5.1707 -0.3153 1.99 -0.98 0.98 0.084
H 0.1446 5.3430 1.2100 -0.71 -1.55 -1.99 0.096
H -3.6097 3.5463 1.7556 -0.97 -2.33 -0.18 0.131
H -4.2376 2.0089 2.7092 0.32 0.80 -2.32 0.137
H -6.3075 3.0258 1.9116 1.58 -0.75 -1.94 0.141
H -5.6601 3.6581 0.2568 0.50 -2.00 1.31 0.135
H -5.7972 0.4024 -1.4968 0.93 1.50 2.00 0.142
H -5.1181 2.1648 -1.3600 0.05 -1.95 1.07 0.092
H -4.3457 -0.2339 0.7606 0.90 1.72 -1.74 0.152
H -3.1845 0.0705 -0.7537 -1.59 1.02 1.34 0.114
H 5.8560 1.4970 1.5406 -0.78 0.25 -1.97 0.146
C -1.0445 -1.8083 -2.8182 0.03 0.22 0.10 -0.099
C -2.3465 -2.5729 -2.9392 0.43 -0.14 0.05 -0.333
O -2.5267 -3.0153 -4.2765 -0.03 -0.33 -0.41 -0.095
H -1.0407 -0.9459 -3.4928 -0.06 -0.06 0.15 0.076
H -0.8928 -1.4564 -1.7939 0.11 0.00 -0.10 0.063
H -0.1966 -2.4396 -3.1034 -0.05 -0.01 0.15 0.074
H -3.1928 -1.9323 -2.6745 0.00 -0.12 -0.22 0.103
H -2.3529 -3.4443 -2.2772 -0.03 0.09 0.17 0.098
H -1.7743 -3.5901 -4.4990 -0.41 0.33 0.15 0.086
C 7.5092 -0.1726 -1.1714 0.02 0.19 -0.16 -0.099
C 8.4914 -1.0471 -0.4198 -0.34 -0.03 -0.13 -0.328
O 8.0260 -1.2734 0.9026 -0.26 -0.14 0.33 -0.094
H 7.3785 0.7867 -0.6599 0.11 -0.14 -0.11 0.059
H 7.8557 0.0152 -2.1915 -0.09 -0.01 0.05 0.075
H 6.5233 -0.6469 -1.2155 0.09 -0.01 -0.08 0.076
H 9.4691 -0.5599 -0.3590 -0.14 -0.13 0.18 0.114
H 8.6177 -2.0132 -0.9179 0.12 0.07 -0.16 0.108
H 7.1612 -1.7139 0.8376 0.47 0.21 0.05 0.088
C 0.0722 0.3904 5.3439 -0.07 0.23 0.13 -0.097
C -0.0021 -1.1221 5.3814 0.19 0.18 -0.31 -0.332
O -0.1633 -1.6325 4.0661 0.13 -0.11 -0.22 -0.094
H -0.8355 0.8092 4.8972 0.07 -0.10 0.10 0.074
H 0.1920 0.8000 6.3508 0.03 0.04 -0.08 0.071
H 0.9133 0.7217 4.7261 0.01 -0.04 0.12 0.065
H -0.8565 -1.4486 5.9815 0.08 -0.08 -0.21 0.111
H 0.9074 -1.5491 5.8148 -0.02 0.05 0.22 0.106
H 0.6046 -1.3440 3.5435 -0.38 -0.17 0.17 0.057
C -4.3341 -6.4728 -3.0364 -0.18 0.11 -0.17 -0.093
C -2.8947 -6.9248 -2.9023 -0.32 0.01 0.23 -0.330
O -2.2833 -6.2752 -1.7974 0.12 0.04 0.39 -0.096
H -4.3854 -5.3879 -3.1753 0.08 -0.15 -0.08 0.071
H -4.8186 -6.9611 -3.8867 -0.04 0.05 0.09 0.075
H -4.8993 -6.7045 -2.1277 0.02 -0.12 -0.09 0.073
H -2.3283 -6.6717 -3.8034 0.05 0.03 0.24 0.110
H -2.8357 -8.0068 -2.7501 -0.03 -0.07 -0.21 0.106
H -2.7886 -6.5130 -1.0011 0.30 0.16 -0.42 0.090